1.
This record from the OMol25 dataset describes 10 unconnected molecules or ions with the total composition C23H63B3ClFO14 in a non-equilibrium geometry. The level of theory is ωB97M-V/def2-TZVPD.

Results
Largest force on an atom, eV Å⁻¹: 1.9
SMILES string: CC(=O)OCCCB1OB(F)OB(Cl)O1.CCO.CCO.CCO.CCO.CCO.CCO.CCO.CCO.CCO
Highest occupied orbital energy, eV: -9.99

Structure (ORCA input):
```
! wB97M-V def2-TZVPD RIJCOSX def2/J DEFGRID3
* xyz 0 1
C -1.75 2.53 6.03
C -0.41 2.11 5.48
O 0.40 2.90 5.14
O -0.26 0.78 5.39
C 1.07 0.36 5.08
C 1.22 0.11 3.58
C 2.48 -0.75 3.27
B 3.62 0.03 2.54
O 3.38 1.14 1.73
B 3.91 0.97 0.49
F 3.43 1.61 -0.53
O 4.97 0.10 0.31
B 5.64 -0.12 1.50
Cl 7.41 -0.08 1.46
O 4.96 -0.37 2.66
H -1.91 3.58 5.85
H -1.85 2.26 7.08
H -2.50 1.92 5.51
H 1.20 -0.61 5.55
H 1.84 1.01 5.49
H 0.36 -0.50 3.29
H 1.17 1.02 2.98
H 2.20 -1.59 2.63
H 2.82 -1.18 4.22
C 2.05 4.45 -3.45
C 3.18 3.84 -4.25
O 4.36 3.72 -3.46
H 2.33 5.43 -3.08
H 1.15 4.55 -4.06
H 1.82 3.83 -2.58
H 3.43 4.47 -5.11
H 2.91 2.85 -4.63
H 4.14 3.15 -2.71
C 0.19 0.56 -4.45
C 0.06 1.39 -3.19
O -0.90 2.42 -3.37
H 0.48 1.19 -5.29
H 0.93 -0.24 -4.33
H -0.77 0.11 -4.71
H 1.02 1.85 -2.95
H -0.24 0.76 -2.34
H -1.73 1.98 -3.57
C -3.46 -1.19 -1.41
C -2.96 0.12 -1.98
O -2.68 -0.01 -3.38
H -2.72 -1.98 -1.56
H -3.67 -1.09 -0.34
H -4.38 -1.51 -1.91
H -2.04 0.43 -1.49
H -3.71 0.91 -1.85
H -3.50 -0.27 -3.82
C -5.18 -1.45 6.91
C -4.77 -0.39 5.90
O -3.37 -0.46 5.64
H -4.63 -1.32 7.85
H -6.25 -1.40 7.12
H -4.95 -2.44 6.54
H -4.99 0.61 6.28
H -5.32 -0.53 4.96
H -3.18 -1.33 5.29
C 10.20 -2.20 -0.88
C 10.90 -3.08 0.15
O 11.58 -2.29 1.12
H 10.92 -1.56 -1.38
H 9.69 -2.81 -1.63
H 9.47 -1.55 -0.40
H 11.64 -3.71 -0.33
H 10.18 -3.72 0.66
H 10.92 -1.73 1.56
C -4.10 -5.78 -3.02
C -4.24 -4.93 -1.77
O -5.21 -3.90 -1.96
H -3.80 -5.17 -3.87
H -3.35 -6.57 -2.87
H -5.05 -6.25 -3.28
H -3.30 -4.45 -1.52
H -4.55 -5.55 -0.92
H -6.05 -4.32 -2.17
C 1.92 7.12 -0.28
C 0.52 6.55 -0.16
O -0.38 7.25 -1.01
H 1.92 8.18 -0.03
H 2.62 6.60 0.38
H 2.28 7.03 -1.31
H 0.15 6.66 0.86
H 0.51 5.49 -0.41
H -0.06 7.14 -1.92
C -4.35 -5.45 3.38
C -4.46 -4.62 4.64
O -5.41 -3.57 4.48
H -4.06 -4.82 2.54
H -3.61 -6.25 3.50
H -5.31 -5.90 3.13
H -3.50 -4.16 4.88
H -4.76 -5.24 5.49
H -6.26 -3.97 4.29
C -1.61 0.51 -8.16
C -2.81 0.21 -7.27
O -2.78 -1.13 -6.80
H -1.58 -0.16 -9.01
H -1.65 1.54 -8.52
H -0.68 0.37 -7.60
H -3.74 0.33 -7.83
H -2.83 0.89 -6.41
H -1.96 -1.25 -6.29
*
```

Atomic partial charges in e from the Mulliken method, atoms 1 to 5: -0.84 0.70 -0.56 -0.29 -0.70

---

2.
This record from the OMol25 dataset describes 14 unconnected molecules or ions with the total composition C23H64BN8O21 in a non-equilibrium geometry. The level of theory is ωB97M-V/def2-TZVPD.

Results
ΔE to the lowest compared entry with this formula, charge and spin, kJ/mol: 57.92
Largest force on an atom, eV Å⁻¹: 1.8
Highest occupied orbital energy, eV: -7.69

Structure (ORCA input):
```
! wB97M-V def2-TZVPD RIJCOSX def2/J DEFGRID3
* xyz -1 1
O 2.45 -0.94 1.40
C 1.38 -0.41 1.50
O 0.53 -0.28 0.48
B -0.63 0.47 0.93
O -0.48 0.65 2.37
C 0.69 0.17 2.75
O 1.16 0.16 3.85
O -1.94 -0.09 0.60
C -2.63 0.74 -0.16
O -3.75 0.59 -0.55
C -1.71 1.96 -0.45
O -0.60 1.78 0.17
O -2.05 2.95 -1.07
O -0.83 0.38 6.12
H -0.04 -0.16 6.24
H -1.51 -0.23 5.81
O 1.78 3.54 -1.45
H 1.16 3.53 -2.20
H 1.22 3.51 -0.66
O 0.68 3.03 5.47
H 1.27 3.04 6.23
H 0.56 2.09 5.28
O -5.06 3.18 0.15
H -4.62 2.60 -0.48
H -4.54 3.99 0.15
C 5.31 -0.82 -1.73
O 5.78 -1.87 -1.30
N 6.08 0.11 -2.37
N 4.03 -0.41 -1.43
H 7.02 -0.08 -2.68
H 5.64 0.95 -2.68
H 3.83 0.57 -1.32
H 3.65 -1.11 -0.82
C -0.34 5.26 1.38
O 0.79 4.97 1.75
N -1.40 4.41 1.47
N -0.63 6.51 0.89
H -2.24 4.71 1.00
H -1.31 3.46 1.79
H -1.48 6.65 0.37
H 0.17 7.05 0.61
C 3.22 -0.39 6.47
O 2.19 0.18 6.84
N 4.31 -0.48 7.31
N 3.38 -1.00 5.27
H 5.18 -0.73 6.87
H 4.38 -0.14 8.25
H 2.67 -0.88 4.57
H 4.25 -1.47 5.09
C -0.56 5.43 -3.58
O 0.41 4.68 -3.68
N -0.68 6.50 -4.42
N -1.53 5.30 -2.64
H 0.12 6.71 -5.00
H -1.40 7.19 -4.42
H -2.25 5.99 -2.68
H -1.61 4.43 -2.13
C 0.57 -3.00 -3.35
C -0.26 -1.88 -2.73
C 0.32 -0.53 -3.12
O -1.59 -1.94 -3.24
H 1.63 -2.80 -3.19
H 0.44 -3.01 -4.43
H 0.36 -3.97 -2.89
H -0.21 -1.97 -1.64
H 0.36 -0.26 -4.17
H 1.28 -0.37 -2.62
H -0.32 0.22 -2.62
H -1.93 -2.84 -3.18
C 6.75 -2.22 1.99
C 6.12 -3.61 1.76
C 4.66 -3.62 2.18
O 6.25 -4.04 0.42
H 7.83 -2.32 2.10
H 6.39 -1.81 2.93
H 6.57 -1.57 1.13
H 6.69 -4.26 2.43
H 4.10 -2.88 1.61
H 4.46 -3.52 3.25
H 4.22 -4.60 1.95
H 6.12 -3.24 -0.11
C 1.17 -4.04 1.52
C -0.33 -3.88 1.33
C -0.85 -4.80 0.21
O -1.05 -4.17 2.53
H 1.58 -5.04 1.67
H 1.42 -3.54 2.46
H 1.71 -3.59 0.69
H -0.55 -2.85 1.05
H -1.79 -4.45 -0.22
H -0.89 -5.84 0.51
H -0.11 -4.72 -0.61
H -1.05 -5.13 2.65
C -1.85 2.19 -4.66
C -3.31 2.63 -4.52
C -4.16 2.07 -5.64
O -3.84 2.12 -3.29
H -1.18 2.55 -3.88
H -1.48 2.56 -5.63
H -1.84 1.10 -4.74
H -3.33 3.73 -4.44
H -4.05 2.65 -6.56
H -5.22 2.04 -5.39
H -3.87 1.04 -5.85
H -3.11 2.09 -2.66
C -6.18 -1.46 0.27
C -6.18 -2.72 -0.56
C -5.25 -3.79 -0.01
O -7.53 -3.22 -0.71
H -5.15 -1.11 0.32
H -6.51 -1.60 1.31
H -6.81 -0.65 -0.11
H -5.88 -2.45 -1.57
H -5.23 -3.75 1.08
H -4.23 -3.64 -0.36
H -5.54 -4.79 -0.34
H -7.83 -3.48 0.17
*
```

Atomic partial charges in e from the Mulliken method, atoms 1 to 5: -0.67 0.98 -0.07 1.23 -0.80

---

3.
This record from the OMol25 dataset describes 10 unconnected molecules or ions with the total composition C23H64F6O19PS9 in a non-equilibrium geometry. The level of theory is ωB97M-V/def2-TZVPD.

Results
ΔE to the lowest compared entry with this formula, charge and spin, kJ/mol: 454.73
Largest force on an atom, eV Å⁻¹: 3.4
Highest occupied orbital energy, eV: -7.13

Structure (ORCA input):
```
! wB97M-V def2-TZVPD RIJCOSX def2/J DEFGRID3
* xyz -1 1
P 0.48 -0.30 -0.03
F 1.62 -0.45 -1.17
F 0.36 -1.91 0.00
F 1.54 -0.38 1.18
F -0.69 -0.15 1.07
F 0.68 1.37 -0.08
F -0.60 -0.21 -1.23
O -7.38 2.11 3.59
S -6.05 2.60 3.25
O -5.84 3.17 1.89
O -5.53 3.66 4.49
C -4.38 4.45 4.29
C -3.86 4.93 5.65
C -4.88 1.18 3.55
H -4.60 5.30 3.65
H -3.56 3.94 3.78
H -3.38 4.12 6.21
H -4.47 5.53 6.33
H -3.05 5.61 5.42
H -4.08 1.51 4.21
H -4.50 0.80 2.60
H -5.45 0.38 4.03
O 3.20 1.65 7.43
S 2.23 2.13 6.48
O 1.40 3.26 6.82
O 3.00 2.44 5.04
C 4.08 1.65 4.55
C 5.43 2.28 5.07
C 1.22 0.72 5.89
H 4.07 1.77 3.46
H 3.99 0.60 4.82
H 5.45 2.55 6.13
H 5.79 3.15 4.52
H 6.31 1.64 5.01
H 1.71 0.17 5.08
H 0.29 1.15 5.53
H 1.10 0.07 6.75
O -5.02 -4.02 1.83
S -4.22 -4.88 2.69
O -4.70 -5.66 3.80
O -3.32 -5.92 1.73
C -2.47 -5.36 0.77
C -2.09 -6.48 -0.29
C -2.78 -3.92 3.41
H -1.61 -4.95 1.30
H -3.01 -4.52 0.34
H -1.16 -6.32 -0.84
H -2.89 -6.51 -1.04
H -2.10 -7.49 0.11
H -2.09 -4.66 3.82
H -3.22 -3.27 4.17
H -2.36 -3.24 2.66
O 5.20 -5.48 -3.30
S 4.61 -4.67 -4.35
O 4.92 -3.25 -4.47
O 4.90 -5.51 -5.78
C 4.86 -4.78 -6.95
C 4.68 -5.81 -8.08
C 2.82 -4.93 -4.22
H 5.83 -4.29 -7.07
H 3.98 -4.14 -7.00
H 3.63 -6.06 -8.10
H 5.11 -6.80 -7.95
H 4.94 -5.55 -9.11
H 2.30 -4.33 -4.96
H 2.67 -4.53 -3.21
H 2.48 -5.95 -4.38
O 5.52 2.57 -6.26
S 4.33 2.99 -5.51
O 4.13 4.43 -5.33
O 2.95 2.34 -6.30
C 3.13 0.95 -6.71
C 1.86 0.29 -6.20
C 4.02 2.27 -3.83
H 3.94 0.40 -6.23
H 3.13 0.75 -7.78
H 1.84 0.55 -5.14
H 1.92 -0.80 -6.24
H 0.88 0.60 -6.57
H 4.76 2.77 -3.21
H 4.35 1.23 -3.87
H 2.96 2.39 -3.59
C 0.81 6.34 2.34
S 0.04 8.00 2.43
O -1.47 7.78 2.43
C 0.60 8.41 4.17
H 0.16 5.61 2.82
H 1.85 6.30 2.68
H 0.79 5.97 1.31
H 1.68 8.56 4.21
H 0.15 7.67 4.83
H 0.05 9.32 4.41
C 2.87 -4.75 2.51
S 2.24 -4.93 4.24
O 2.47 -6.40 4.63
C 3.55 -3.92 5.18
H 3.89 -5.09 2.36
H 2.96 -3.69 2.29
H 2.28 -5.31 1.79
H 3.75 -2.98 4.68
H 4.43 -4.55 5.33
H 3.20 -3.69 6.19
C -4.24 3.81 -3.78
S -3.16 4.18 -5.25
O -3.11 5.74 -5.40
C -1.63 3.78 -4.40
H -3.97 4.52 -2.99
H -4.04 2.82 -3.38
H -5.31 3.82 -3.99
H -1.67 2.77 -3.99
H -1.48 4.29 -3.44
H -0.85 3.98 -5.13
C -6.63 -0.55 -1.73
S -6.59 -1.21 -3.44
O -6.34 -0.04 -4.37
C -4.89 -1.99 -3.31
H -5.66 -0.11 -1.50
H -6.89 -1.36 -1.04
H -7.31 0.30 -1.72
H -4.23 -1.12 -3.34
H -4.81 -2.64 -4.17
H -4.73 -2.61 -2.42
*
```

Atomic partial charges in e from the Mulliken method, atoms 1 to 5: 1.23 -0.37 -0.37 -0.37 -0.37

---

4.
This record from the OMol25 dataset describes a molecular structure, C23H66IN4O10P2 in a non-equilibrium geometry. The level of theory is ωB97M-V/def2-TZVPD.

Results
Largest force on an atom, eV Å⁻¹: 2.6
Highest occupied orbital energy, eV: -11.42

Structure (ORCA input):
```
! wB97M-V def2-TZVPD RIJCOSX def2/J DEFGRID3
* xyz 1 1
C 2.31 4.78 -2.22
P 3.86 4.02 -2.85
O 3.52 3.74 -4.44
N 3.98 2.35 -2.14
C 4.13 2.14 -0.87
N 4.25 0.87 -0.39
I 2.52 0.24 0.55
N 4.20 3.23 -0.03
P 5.79 3.71 0.38
N 6.77 2.58 0.80
O 6.35 4.51 -0.86
O 5.65 4.73 1.58
H 2.03 4.45 -1.23
H 2.46 5.85 -2.30
H 1.51 4.52 -2.92
H 4.09 3.01 -4.73
H 3.93 1.54 -2.75
H 4.51 0.25 -1.15
H 3.59 3.14 0.79
H 6.32 1.67 0.76
H 7.27 4.72 -0.62
H 6.22 4.36 2.27
C 2.56 10.13 -4.09
C 2.73 8.97 -3.13
C 4.06 9.05 -2.38
O 2.66 7.73 -3.84
H 3.36 10.12 -4.85
H 1.61 10.05 -4.62
H 2.59 11.09 -3.57
H 1.91 8.96 -2.41
H 4.90 9.01 -3.08
H 4.17 8.21 -1.70
H 4.13 9.98 -1.81
H 3.38 7.72 -4.48
C -0.47 -4.02 1.68
C -1.09 -2.73 1.19
C -1.33 -2.77 -0.31
O -0.24 -1.62 1.52
H 0.51 -4.19 1.20
H -0.29 -3.99 2.76
H -1.11 -4.88 1.46
H -2.04 -2.56 1.71
H -0.39 -2.89 -0.84
H -1.78 -1.83 -0.65
H -1.99 -3.59 -0.58
H 0.59 -1.76 1.07
C -1.58 -8.82 -0.33
C -2.20 -7.52 -0.81
C -2.45 -7.54 -2.31
O -1.34 -6.42 -0.48
H -0.62 -8.99 -0.81
H -1.41 -8.79 0.74
H -2.23 -9.67 -0.55
H -3.14 -7.34 -0.29
H -1.51 -7.67 -2.86
H -2.89 -6.60 -2.64
H -3.13 -8.35 -2.59
H -0.50 -6.56 -0.94
C -5.83 -3.48 -3.89
C -5.84 -4.65 -2.92
C -6.51 -4.27 -1.60
O -4.50 -5.09 -2.67
H -5.26 -2.64 -3.47
H -5.34 -3.76 -4.82
H -6.84 -3.14 -4.11
H -6.37 -5.49 -3.37
H -5.97 -3.46 -1.12
H -6.51 -5.12 -0.92
H -7.54 -3.96 -1.76
H -4.02 -4.36 -2.27
C -0.28 3.86 -7.27
C -0.18 2.68 -6.32
C -0.87 2.97 -5.00
O 1.20 2.37 -6.09
H 0.20 4.74 -6.84
H 0.23 3.64 -8.21
H -1.32 4.10 -7.49
H -0.62 1.80 -6.78
H -0.41 3.83 -4.50
H -0.79 2.12 -4.33
H -1.93 3.19 -5.15
H 1.61 3.14 -5.68
C -0.87 -3.19 6.06
C -0.47 -4.64 6.24
C 0.19 -4.87 7.60
O 0.42 -5.04 5.20
H 0.01 -2.54 6.09
H -1.34 -3.04 5.08
H -1.57 -2.87 6.83
H -1.35 -5.28 6.16
H 1.10 -4.27 7.68
H 0.47 -5.91 7.72
H -0.48 -4.59 8.41
H 1.21 -4.49 5.26
C -1.74 1.50 9.01
C -1.74 0.47 7.89
C -2.07 1.10 6.55
O -2.70 -0.55 8.19
H -2.72 1.97 9.10
H -1.51 1.04 9.96
H -1.00 2.28 8.82
H -0.77 -0.02 7.84
H -3.06 1.56 6.57
H -2.07 0.34 5.76
H -1.33 1.87 6.29
H -3.57 -0.14 8.24
*
```

Atomic partial charges in e from the Mulliken method, atoms 1 to 5: -0.30 0.43 -0.51 -0.22 0.14